(1)
{"formula": "C39H38B2Br2NO8", "method": "ωB97M-V/def2-TZVPD", "symbols": ["Br", "Br", "O", "O", "O", "O", "O", "O", "O", "O", "N", "C", "C", "C", "C", "C", "C", "C", "C", "C", "C", "C", "C", "C", "C", "C", "C", "C", "C", "C", "C", "C", "C", "C", "C", "C", "C", "C", "C", "C", "C", "C", "C", "C", "C", "C", "C", "C", "C", "C", "B", "B", "H", "H", "H", "H", "H", "H", "H", "H", "H", "H", "H", "H", "H", "H", "H", "H", "H", "H", "H", "H", "H", "H", "H", "H", "H", "H", "H", "H", "H", "H", "H", "H", "H", "H", "H", "H", "H", "H"], "coordinates": [[-7.026, 0.686, -0.466], [-7.094, -2.152, -2.487], [4.464, 0.833, 0.296], [-0.724, -1.088, -1.608], [-4.310, -0.505, -5.028], [8.539, 2.658, -2.654], [-2.247, -0.984, 4.218], [2.480, -1.801, 6.593], [-2.812, -2.129, -1.468], [-1.898, 0.404, -5.631], [-4.397, 0.979, -2.389], [-2.606, -0.256, -3.211], [1.407, -1.646, 6.054], [-0.017, 1.789, -2.786], [-7.282, 0.695, -2.421], [-2.206, -1.852, 8.312], [6.992, -0.283, 0.761], [-0.981, -2.108, 8.918], [0.086, -1.176, 3.974], [2.488, -1.323, 3.836], [-4.185, -2.613, 0.474], [9.310, -0.367, 0.125], [3.934, 2.925, -1.474], [2.420, -1.099, 2.472], [6.266, 2.864, -2.080], [-8.771, 0.571, -2.691], [-2.867, -2.012, -0.015], [6.770, 0.711, -0.183], [7.830, 1.175, -0.967], [1.186, -0.922, 1.858], [-4.988, -0.315, -2.745], [-1.179, -1.196, 4.760], [6.066, 3.922, -2.956], [5.400, 1.265, -0.349], [-3.947, -0.890, -3.701], [0.025, -0.954, 2.607], [9.096, 0.627, -0.814], [1.322, -1.372, 4.590], [8.259, -0.817, 0.918], [0.137, -1.729, 6.828], [-0.094, 0.756, -3.917], [-6.468, -0.411, -3.078], [7.626, 2.264, -1.961], [-2.265, -1.544, 6.964], [3.739, 3.976, -2.353], [-3.143, 0.981, -2.612], [5.200, 2.371, -1.327], [4.806, 4.480, -3.089], [-1.097, -1.491, 6.214], [0.188, -2.042, 8.180], [-1.547, 0.305, -4.313], [-2.021, -1.192, -2.030], [-0.613, -0.528, -0.824], [-4.874, 1.787, -2.007], [-2.828, -0.957, 0.243], [-4.901, -0.884, -1.823], [-9.213, -0.061, -1.940], [-0.488, 2.725, -3.060], [0.494, -0.121, -3.663], [-0.936, -0.810, 2.131], [-3.117, -1.896, 8.894], [3.444, -1.464, 4.320], [-8.968, 0.175, -3.677], [-4.709, -1.280, -5.454], [-6.933, 1.654, -2.778], [1.143, -2.236, 8.648], [-3.982, -3.467, 1.102], [8.431, -1.588, 1.657], [-2.069, -2.573, 0.450], [4.654, 5.309, -3.767], [-4.777, -1.870, 0.989], [-2.605, 1.064, -5.730], [1.011, 1.962, -2.502], [3.325, -1.061, 1.880], [-0.939, -2.359, 9.969], [-4.754, -2.951, -0.377], [9.911, 0.983, -1.429], [10.298, -0.790, 0.245], [-6.674, -0.341, -4.137], [-0.517, 1.440, -1.889], [3.110, 2.535, -0.894], [1.142, -0.756, 0.788], [-2.596, 1.882, -2.389], [-3.215, -1.349, 6.488], [6.898, 4.306, -3.529], [6.174, -0.633, 1.374], [0.357, 1.199, -4.793], [-4.068, -1.963, -3.635], [2.754, 4.412, -2.463], [-9.233, 1.538, -2.564]], "atomic_forces_ev_per_a": [[0.22, 0.30, -0.14], [0.09, -0.10, -0.33], [-0.05, -0.06, 0.00], [-0.01, 0.99, 0.41], [0.03, -0.27, 0.16], [-0.02, 0.00, 0.00], [0.04, -0.02, -0.02], [0.00, 0.00, -0.02], [-0.79, 0.56, 0.04], [-0.05, 1.05, 0.46], [-0.53, 0.51, -0.66], [-1.14, 0.41, -0.66], [0.18, -0.04, 0.14], [-0.11, -0.53, 0.13], [-0.49, -0.62, 0.16], [0.04, -0.01, 0.04], [0.05, -0.09, 0.06], [-0.06, 0.02, -0.03], [0.02, -0.03, 0.14], [0.01, 0.00, -0.11], [0.32, 0.30, -0.33], [-0.04, -0.02, 0.03], [-0.11, 0.09, -0.06], [0.09, -0.02, -0.02], [-0.07, -0.06, 0.09], [0.20, 0.29, 0.44], [-0.76, -0.82, 0.08], [0.03, 0.09, -0.07], [-0.14, 0.00, 0.04], [-0.02, 0.02, 0.01], [-0.12, -0.95, 1.27], [-0.24, 0.04, -0.05], [-0.05, 0.10, -0.08], [-0.13, -0.08, 0.10], [-1.35, 0.01, -0.79], [0.07, 0.03, -0.31], [0.11, -0.07, 0.04], [-0.08, 0.02, -0.04], [0.05, 0.00, -0.03], [-0.09, 0.02, -0.13], [-0.41, 0.13, 0.14], [0.02, 0.78, 0.32], [0.19, 0.06, -0.11], [-0.08, -0.02, 0.09], [0.03, 0.00, -0.03], [0.69, 0.01, 0.15], [0.11, -0.01, -0.03], [-0.04, -0.02, 0.02], [0.12, 0.00, -0.02], [-0.02, -0.02, 0.13], [1.06, -0.48, -0.46], [1.02, -0.61, 0.01], [0.38, -0.36, -0.18], [-0.19, -0.17, 0.15], [0.24, 0.14, 0.18], [0.13, -0.13, 0.24], [-0.23, -0.48, 0.01], [0.05, 0.36, -0.15], [0.15, -0.17, 0.19], [-0.09, 0.00, 0.15], [-0.01, 0.00, 0.01], [-0.04, -0.02, 0.10], [-0.07, -0.03, -0.29], [0.26, 0.41, -0.02], [0.24, 0.28, -0.05], [0.06, 0.03, -0.08], [-0.16, -0.14, 0.32], [0.01, -0.01, 0.00], [0.60, 0.20, -0.15], [0.00, 0.01, -0.01], [-0.17, 0.02, 0.34], [-0.22, -0.88, -0.50], [0.29, 0.27, 0.00], [0.00, 0.06, -0.01], [0.00, 0.01, 0.01], [-0.22, -0.17, -0.29], [-0.05, 0.08, -0.05], [0.01, 0.00, 0.01], [0.11, -0.08, -0.32], [-0.07, -0.09, 0.29], [0.07, -0.06, 0.09], [0.07, -0.01, -0.01], [0.32, 0.06, 0.18], [0.03, 0.01, -0.09], [0.07, -0.08, 0.03], [-0.07, 0.05, -0.04], [0.15, 0.01, -0.37], [0.75, -0.31, 0.26], [0.00, 0.02, 0.00], [-0.19, 0.31, -0.16]], "gap_ev": 7.32, "energy_ev": -200365.186, "total_charge": 1}



(2)
{"formula": "C39H38Cl2F6N2O9PS4Si2Ti", "method": "ωB97M-V/def2-TZVPD", "symbols": ["Ti", "Cl", "Cl", "S", "S", "S", "S", "P", "Si", "Si", "F", "F", "F", "F", "F", "F", "O", "O", "O", "O", "O", "O", "O", "O", "O", "N", "N", "C", "C", "C", "C", "C", "C", "C", "C", "C", "C", "C", "C", "C", "C", "C", "C", "C", "C", "C", "C", "C", "C", "C", "C", "C", "C", "C", "C", "C", "C", "C", "C", "C", "C", "C", "C", "C", "C", "C", "H", "H", "H", "H", "H", "H", "H", "H", "H", "H", "H", "H", "H", "H", "H", "H", "H", "H", "H", "H", "H", "H", "H", "H", "H", "H", "H", "H", "H", "H", "H", "H", "H", "H", "H", "H", "H", "H"], "coordinates": [[-0.430, -0.774, 0.091], [-2.190, -2.489, -0.036], [-0.278, -7.779, 3.944], [2.954, -3.930, 0.949], [1.390, -2.352, -1.135], [-3.681, -1.310, 3.480], [-3.156, 0.337, 1.337], [-1.269, -0.386, -3.247], [2.544, 0.959, 0.167], [0.067, 2.972, 1.010], [-5.160, 0.690, 4.426], [-5.773, 0.401, 0.976], [-4.223, -0.535, 5.935], [-5.005, -1.427, 0.147], [-4.566, 0.454, -0.815], [-3.046, 0.910, 4.837], [-3.029, -2.321, 4.249], [0.598, -1.141, 3.769], [-4.980, -1.573, 2.916], [2.407, -4.629, -1.538], [-2.101, 0.500, 0.317], [-0.739, -0.595, -1.882], [-3.636, 1.568, 1.916], [0.080, 1.927, -0.283], [0.110, -1.482, 1.630], [0.850, 0.670, -0.010], [-2.671, -0.663, 2.446], [-2.693, 0.691, -3.211], [2.271, -3.692, -0.550], [-3.549, 2.824, -2.508], [-1.159, 4.293, 0.517], [-0.290, 1.477, -5.116], [-2.437, -2.860, -3.364], [-4.040, 0.032, 4.729], [3.179, -5.792, -1.276], [4.182, 3.222, 0.830], [-2.785, -4.059, -3.972], [-3.922, 0.370, -3.766], [0.693, 1.941, -5.985], [-1.697, -1.918, -4.075], [-1.316, -2.177, -5.390], [-0.020, 0.405, -4.274], [1.929, 1.320, -6.025], [-4.726, -0.170, 0.380], [-2.506, 1.913, -2.563], [-1.662, -3.382, -5.988], [1.228, -0.212, -4.306], [2.123, 4.933, 1.515], [-2.396, -4.322, -5.278], [2.867, 2.746, 0.762], [0.117, -3.358, 3.107], [-0.094, -4.244, 2.064], [4.471, 4.522, 1.230], [0.170, -3.829, 4.409], [-4.774, 2.513, -3.086], [3.442, 0.889, -1.482], [-0.150, -6.055, 3.619], [0.288, -1.885, 2.868], [1.819, 3.628, 1.111], [-0.354, 2.224, 2.646], [-4.966, 1.287, -3.700], [2.200, 0.252, -5.181], [-0.228, -5.604, 2.316], [3.265, -0.201, 1.405], [3.436, 5.385, 1.573], [0.035, -5.183, 4.680], [-0.393, -6.302, 1.505], [-2.692, -2.677, -2.321], [-0.013, 2.851, 3.479], [3.132, -6.381, -2.192], [5.003, 2.559, 0.563], [0.490, 2.787, -6.631], [-0.999, 4.644, -0.509], [-1.264, 1.952, -5.084], [-1.551, 2.122, -2.082], [3.239, -1.224, 1.018], [2.927, 1.526, -2.210], [-3.413, 3.772, -2.001], [0.066, -5.561, 5.694], [0.121, 1.242, 2.751], [4.211, -5.533, -1.038], [0.313, -3.111, 5.207], [-2.651, -5.269, -5.741], [-2.172, 3.881, 0.603], [-0.155, -3.871, 1.054], [-1.430, 2.082, 2.749], [-4.063, -0.596, -4.239], [1.316, 5.609, 1.793], [1.434, -1.037, -3.625], [2.686, 1.671, -6.717], [4.309, 0.048, 1.643], [-1.352, -3.585, -7.006], [2.675, -0.188, 2.327], [3.175, -0.220, -5.199], [-5.588, 3.227, -3.042], [5.500, 4.862, 1.278], [3.433, -0.140, -1.859], [3.654, 6.401, 1.887], [-5.933, 1.039, -4.120], [2.772, -6.356, -0.438], [4.486, 1.222, -1.406], [-1.085, 5.156, 1.193], [-3.351, -4.791, -3.410], [-0.739, -1.445, -5.945]], "atomic_forces_ev_per_a": [[-0.04, -0.89, -1.40], [-0.46, -0.71, -0.24], [-0.03, 0.08, 0.00], [0.00, 0.02, -0.14], [0.23, -0.27, -0.36], [-0.30, 0.02, -0.23], [0.07, 0.45, 0.58], [0.12, 0.14, -0.03], [-0.09, 0.32, -0.35], [0.12, -0.27, -0.25], [0.02, 0.08, -0.02], [-0.02, -0.11, 0.02], [-0.03, 0.06, -0.01], [0.14, -0.15, 0.12], [-0.17, -0.25, 0.32], [0.03, -0.02, 0.03], [0.17, 0.13, -0.11], [0.07, 0.33, 0.36], [0.21, 0.00, 0.14], [0.06, 0.02, 0.10], [-1.15, -0.01, 1.19], [-0.06, 0.08, -0.55], [0.08, 0.07, -0.48], [0.35, 0.18, -0.20], [0.62, -0.98, 2.93], [0.37, 1.55, 0.28], [-0.33, -0.14, -0.33], [0.00, 0.15, -0.10], [0.06, 0.00, -0.10], [0.10, 0.03, 0.00], [-0.09, 0.22, 0.08], [0.03, 0.11, -0.02], [-0.03, -0.10, 0.09], [0.06, -0.07, 0.08], [-0.09, 0.11, -0.01], [-0.05, -0.07, 0.01], [-0.02, 0.03, 0.04], [-0.11, 0.03, -0.14], [-0.21, 0.05, 0.06], [-0.09, -0.01, -0.27], [-0.06, -0.07, -0.04], [-0.17, -0.16, -0.35], [0.08, 0.00, -0.04], [0.20, 0.53, -0.44], [0.05, 0.13, 0.10], [0.03, 0.13, -0.02], [0.23, 0.01, 0.14], [0.03, -0.11, 0.00], [0.02, 0.01, 0.03], [-0.20, 0.23, 0.00], [-0.12, 0.11, -0.05], [-0.08, -0.23, -0.06], [-0.08, -0.02, 0.01], [0.00, -0.07, 0.19], [0.01, 0.00, -0.01], [0.26, -0.16, -0.13], [0.00, 0.02, -0.02], [0.02, -0.12, -0.62], [0.29, 0.15, 0.00], [-0.17, -0.19, 0.17], [0.01, -0.09, -0.10], [0.03, -0.12, 0.10], [-0.04, 0.05, -0.09], [0.25, -0.28, 0.13], [-0.02, -0.07, 0.01], [0.04, 0.04, 0.07], [0.04, 0.03, 0.03], [0.03, -0.02, -0.07], [0.02, -0.01, -0.12], [-0.01, 0.03, 0.00], [-0.06, 0.07, 0.03], [-0.03, -0.02, 0.01], [0.02, -0.05, 0.11], [0.04, 0.00, -0.05], [-0.11, 0.03, 0.02], [0.00, 0.02, 0.08], [0.03, -0.01, 0.07], [0.02, -0.05, 0.01], [0.02, 0.02, -0.03], [0.01, 0.05, 0.05], [0.06, 0.01, 0.01], [-0.01, -0.05, -0.01], [-0.02, 0.02, 0.01], [0.11, 0.05, -0.01], [-0.04, 0.02, -0.06], [0.03, 0.02, 0.07], [-0.03, 0.06, 0.00], [0.08, -0.02, -0.04], [0.03, 0.04, -0.08], [0.00, 0.00, 0.05], [-0.16, 0.01, -0.04], [0.00, -0.01, 0.02], [0.05, 0.03, -0.05], [-0.02, 0.00, 0.03], [0.01, -0.02, 0.03], [-0.01, -0.01, -0.01], [-0.01, 0.09, 0.03], [-0.01, -0.03, -0.01], [0.02, -0.02, 0.00], [-0.03, -0.03, 0.05], [-0.14, -0.04, -0.03], [-0.07, -0.11, -0.13], [0.04, 0.01, 0.00], [-0.01, -0.04, 0.01]], "multiplicity": 2, "gap_ev": [5.53, 6.41], "s_squared": 0.753, "energy_ev": -195327.697, "total_charge": -2, "relative_energy_kcal_mol": 0.0}